No. 1
The following is a quantum chemistry calculation of a structure of composition C3H8N2S, from the OMol25 dataset.

Properties
LUMO energy, Eh: 0.014
Kohn-Sham gap, eV: 9.468

Last column: Mulliken charge in e.
Cartesian coordinates (Å):
C (-2.93, -0.32, 0.21)  -0.671
C (0.28, 0.70, -0.14)  -0.012
C (2.95, 0.12, -0.12)  -0.896
H (-3.35, 0.51, -0.39)  0.182
H (-3.49, -1.14, 0.14)  0.405
H (-2.38, -0.01, 1.24)  0.314
H (-1.15, -1.27, -0.22)  0.229
H (0.96, 1.67, 0.26)  0.264
H (3.45, 0.76, 1.00)  0.306
H (3.67, -0.65, 0.04)  0.311
H (3.33, 0.47, -1.28)  0.295
N (-1.72, -0.59, -0.57)  -0.347
N (-0.95, 0.68, -0.18)  -0.276
S (1.33, -0.93, 0.00)  -0.104


No. 2
The following is a quantum chemistry calculation of a cluster of 12 separate species, C24H72O15 in total, from the OMol25 dataset.

Properties
LUMO energy, Eh: 0.011
SMILES string: OCCO.OCCO.OCCO.CCO.CCO.CCO.CCO.CCO.CCO.CCO.CCO.CCO
Kohn-Sham gap, eV: 9.794

Last column: Mulliken charge in e.
Cartesian coordinates (Å):
C (-3.96, -3.95, -2.94)  -1.143
C (-2.71, -3.24, -3.21)  0.016
O (-2.97, -1.82, -2.95)  -0.290
H (-4.59, -3.60, -3.76)  0.303
H (-4.32, -3.62, -1.96)  0.236
H (-3.88, -5.03, -3.05)  0.391
H (-2.08, -3.43, -4.09)  0.477
H (-1.98, -3.52, -2.45)  -0.146
H (-2.87, -1.44, -3.83)  0.213
C (2.43, 6.15, -0.04)  -1.433
C (1.12, 5.31, 0.18)  0.164
O (1.59, 3.95, 0.30)  -0.165
H (3.11, 5.76, -0.80)  0.319
H (3.08, 6.22, 0.84)  0.325
H (2.18, 7.18, -0.30)  0.404
H (0.49, 5.40, -0.71)  0.200
H (0.65, 5.66, 1.10)  0.262
H (0.85, 3.52, 0.72)  0.032
C (-5.46, 1.84, -2.09)  -1.171
C (-5.18, 0.40, -1.80)  0.558
O (-5.83, 0.05, -0.59)  -0.591
H (-6.44, 2.02, -2.52)  0.436
H (-4.75, 2.24, -2.82)  0.354
H (-5.40, 2.43, -1.17)  0.101
H (-4.10, 0.25, -1.74)  -0.370
H (-5.60, -0.18, -2.62)  0.445
H (-6.06, -0.87, -0.72)  0.308
C (1.98, 0.37, -3.64)  -1.130
C (1.36, -1.00, -3.71)  0.402
O (2.18, -1.94, -4.46)  -0.544
H (1.43, 1.05, -2.99)  0.248
H (1.92, 0.63, -4.70)  0.359
H (3.00, 0.38, -3.26)  0.246
H (0.32, -1.02, -4.03)  0.318
H (1.28, -1.25, -2.65)  -0.189
H (1.70, -2.78, -4.43)  0.328
C (-1.34, -4.39, 0.78)  -1.111
C (0.23, -4.71, 0.47)  -0.130
O (0.66, -3.63, -0.19)  -0.120
H (-1.53, -3.90, 1.74)  0.336
H (-1.79, -5.37, 0.98)  0.449
H (-1.99, -3.87, 0.08)  0.118
H (0.29, -5.69, 0.00)  0.419
H (0.72, -4.85, 1.43)  0.174
H (0.62, -2.93, 0.47)  -0.162
C (-5.03, 0.58, 3.41)  -1.405
C (-3.90, 0.71, 2.38)  0.277
O (-4.35, 1.63, 1.39)  -0.611
H (-5.98, 0.35, 2.93)  0.326
H (-5.29, 1.51, 3.92)  0.346
H (-4.77, -0.32, 3.96)  0.398
H (-3.81, -0.23, 1.85)  0.181
H (-2.97, 0.84, 2.94)  0.055
H (-5.03, 1.21, 0.86)  0.241
C (4.02, -2.45, 2.91)  -0.879
C (2.84, -3.52, 2.59)  0.705
O (3.47, -4.81, 2.22)  -0.602
H (4.79, -2.79, 3.61)  0.402
H (3.61, -1.49, 3.21)  0.208
H (4.61, -2.36, 2.00)  0.074
H (2.17, -3.17, 1.81)  -0.558
H (2.27, -3.64, 3.52)  0.419
H (3.71, -4.70, 1.30)  0.355
C (3.77, -3.14, -1.75)  -0.149
C (5.23, -3.32, -1.45)  -0.508
O (5.24, -3.95, -0.17)  -0.414
H (3.13, -2.97, -0.88)  -0.112
H (3.39, -3.89, -2.44)  0.295
H (3.71, -2.16, -2.21)  0.078
H (5.71, -2.35, -1.39)  0.182
H (5.77, -3.68, -2.32)  0.416
H (6.11, -4.35, -0.07)  0.226
C (-1.31, -0.44, -0.74)  -0.237
C (0.00, 0.14, -0.03)  0.037
O (0.85, -0.81, 0.56)  -0.284
H (-2.08, -0.81, -0.07)  0.160
H (-0.94, -1.32, -1.29)  -0.072
H (-1.67, 0.35, -1.39)  0.097
H (-0.35, 0.90, 0.67)  0.269
H (0.58, 0.75, -0.73)  -0.200
H (1.51, -1.12, -0.07)  0.022
C (4.08, 2.03, 0.97)  -0.428
C (4.10, 0.66, 0.29)  0.925
O (5.08, 0.69, -0.84)  -0.596
O (5.29, 2.28, 1.73)  -0.589
H (3.25, 2.20, 1.66)  0.018
H (4.02, 2.84, 0.25)  0.360
H (3.11, 0.58, -0.14)  -0.275
H (4.25, -0.10, 1.05)  -0.096
H (6.02, 0.65, -0.62)  0.279
H (5.79, 3.01, 1.36)  0.335
C (0.74, 2.76, 4.12)  -0.653
C (0.30, 1.34, 4.52)  -0.227
O (1.05, 0.21, 3.90)  -0.483
O (0.51, 2.96, 2.74)  -0.312
H (1.82, 2.80, 4.25)  0.352
H (0.29, 3.61, 4.62)  0.370
H (-0.76, 1.16, 4.34)  0.074
H (0.43, 1.38, 5.60)  0.368
H (1.31, 0.39, 3.00)  0.223
H (-0.39, 2.75, 2.50)  0.135
C (-2.31, 3.16, -0.84)  0.344
C (-3.24, 4.36, -0.84)  -0.798
O (-2.66, 5.47, -0.38)  -0.540
O (-2.19, 2.71, 0.42)  -0.070
H (-1.33, 3.40, -1.26)  0.283
H (-2.81, 2.34, -1.35)  -0.291
H (-4.20, 4.13, -0.39)  0.234
H (-3.43, 4.62, -1.88)  0.336
H (-2.55, 5.32, 0.56)  0.322
H (-2.97, 2.29, 0.77)  0.418


No. 3
The following is a quantum chemistry calculation of a structure of composition C2H4LiO, from the OMol25 dataset.

Properties
2S+1: 2
LUMO energy (spin up / spin down), Eh: -0.016 / -0.035
Kohn-Sham gap (spin up / spin down), eV: 7.583 / 7.089

Last column: Mulliken charge in e.
Cartesian coordinates (Å):
O (-0.11, -0.30, -1.04)  -0.886
Li (-0.19, -1.58, 0.22)  0.832
C (-0.19, 0.94, 0.10)  -0.096
C (0.43, 0.71, 1.39)  -0.996
H (0.41, 1.66, -0.49)  0.155
H (-1.27, 1.15, 0.20)  0.227
H (-0.18, 0.59, 2.29)  0.406
H (1.50, 0.53, 1.45)  0.359


No. 4
The following is a quantum chemistry calculation of a cluster of 2 separate species, C2H4FNO in total, from the OMol25 dataset.

Properties
LUMO energy, Eh: 0.034
Kohn-Sham gap, eV: 10.766

Last column: Mulliken charge in e.
Cartesian coordinates (Å):
C (-2.31, 0.36, 0.14)  0.026
C (2.08, 0.29, 0.06)  -0.259
N (0.88, -0.04, 0.04)  -0.364
O (-2.00, -0.57, -0.75)  -0.289
F (-3.49, -0.02, 0.54)  -0.126
H (2.57, 0.85, -0.75)  0.227
H (2.83, 0.15, 0.86)  0.189
H (-1.16, -0.54, -1.10)  0.400
H (0.61, -0.48, 0.95)  0.196


No. 5
The following is a quantum chemistry calculation of the molecule C7H14, from the OMol25 dataset.

Properties
LUMO energy, Eh: 0.043
SMILES string: C=CCCCCC
Kohn-Sham gap, eV: 10.760

Last column: Mulliken charge in e.
Cartesian coordinates (Å):
C (-2.56, -0.17, 1.76)  -1.094
C (-1.81, 1.00, 1.07)  -0.557
C (-0.92, 0.56, -0.10)  -0.590
C (0.02, -0.58, 0.26)  -0.404
C (1.52, -0.19, 0.13)  -0.906
C (1.88, 0.11, -1.30)  0.040
C (2.45, -0.67, -2.20)  -0.794
H (-3.58, 0.08, 2.03)  0.334
H (-1.99, -0.49, 2.63)  0.297
H (-2.58, -1.03, 1.09)  0.291
H (-2.54, 1.73, 0.75)  0.391
H (-1.19, 1.50, 1.82)  0.258
H (-1.57, 0.30, -0.95)  0.287
H (-0.32, 1.41, -0.43)  0.292
H (-0.07, -1.44, -0.40)  0.334
H (-0.10, -1.00, 1.26)  0.378
H (2.14, -1.01, 0.47)  0.399
H (1.65, 0.76, 0.64)  0.282
H (1.71, 1.14, -1.63)  0.240
H (2.74, -1.68, -1.95)  0.250
H (2.72, -0.35, -3.19)  0.272


No. 6
The following is a quantum chemistry calculation of a cluster of 2 separate species, C16H16N3O6S in total, from the OMol25 dataset.

Properties
LUMO energy, Eh: -0.166
Kohn-Sham gap, eV: 7.034
Net charge: +1

Last column: Mulliken charge in e.
Cartesian coordinates (Å):
C (-0.34, -1.76, 0.51)  -1.270
C (0.30, -0.60, -0.28)  0.052
C (-0.34, -0.40, -1.68)  -1.109
N (-1.73, -0.91, -1.77)  -0.193
C (-2.72, -0.08, -1.26)  0.805
C (-2.50, 1.07, -0.53)  -0.769
N (-3.54, 1.79, -0.05)  0.081
C (-4.80, 1.44, -0.24)  -0.555
C (-5.11, 0.30, -0.96)  -0.399
C (-4.06, -0.46, -1.45)  0.434
C (-4.41, -1.72, -2.21)  0.031
O (-4.77, -1.68, -3.34)  -0.466
O (-4.32, -2.89, -1.55)  -0.187
N (-3.84, -2.72, -0.21)  -0.255
C (-4.73, -2.86, 0.63)  0.583
S (-5.84, -2.64, 1.68)  -0.249
H (-0.62, -2.58, -0.15)  0.293
H (0.41, -2.14, 1.21)  0.452
H (-1.21, -1.42, 1.06)  0.243
H (0.20, 0.29, 0.33)  0.191
H (1.35, -0.79, -0.44)  0.298
H (0.25, -0.99, -2.38)  0.534
H (-0.27, 0.64, -2.00)  0.392
H (-1.94, -1.10, -2.74)  0.321
H (-1.51, 1.43, -0.31)  0.479
H (-3.34, 2.62, 0.49)  0.296
H (-5.60, 2.04, 0.18)  0.403
H (-6.13, 0.00, -1.11)  0.543
C (5.37, 2.40, 2.01)  -0.952
C (4.35, 2.35, 1.15)  0.376
C (3.99, 1.09, 0.42)  1.101
O (3.02, 1.12, -0.33)  -0.635
C (4.79, -0.09, 0.64)  -1.060
C (5.82, -0.05, 1.50)  0.403
C (6.17, 1.21, 2.25)  0.934
O (7.10, 1.16, 3.03)  -0.592
O (6.60, -1.09, 1.75)  -0.558
O (3.58, 3.41, 0.88)  -0.569
H (5.64, 3.30, 2.55)  0.426
H (4.53, -0.99, 0.10)  0.442
H (7.26, -0.80, 2.40)  0.366
H (2.93, 3.10, 0.23)  0.337


ΔE to the lowest compared entry with this formula, charge and spin readings, ordered: 141.8, 84.1, 8.4, 74.7, 26.5, 0.0 kcal/mol
Molar mass readings, ordered: 104.18, 600.83, 50.99, 77.06, 98.19, 378.39 g/mol